[1]
{"formula": "C36H40BrN5O2S2W", "method": "the ωB97M-V functional and the def2-TZVPD basis", "symbols": ["W", "O", "C", "C", "C", "C", "C", "C", "C", "O", "N", "N", "C", "C", "Br", "C", "C", "C", "C", "C", "C", "C", "H", "H", "H", "H", "H", "H", "H", "H", "H", "H", "H", "H", "H", "H", "C", "C", "N", "C", "C", "S", "C", "C", "S", "C", "N", "C", "H", "H", "H", "H", "H", "H", "H", "H", "C", "C", "C", "C", "C", "C", "C", "C", "N", "C", "C", "C", "C", "H", "H", "H", "H", "H", "H", "H", "H", "H", "H", "H", "H", "H", "H", "H", "H", "H", "H"], "xyz": [[0.15223, 0.10848, 0.11247], [0.20468, -3.00250, -3.43566], [0.52141, -3.97961, -2.54461], [0.85140, -5.22870, -3.05983], [1.18983, -6.26317, -2.21031], [1.21476, -6.07480, -0.82965], [0.88720, -4.83596, -0.31716], [0.52476, -3.78400, -1.16057], [0.11730, -2.47665, -0.55025], [0.36192, -1.32414, -1.33049], [-1.30735, -2.49696, -0.17248], [-1.72163, -1.19467, 0.05199], [-2.94034, -0.90040, -0.20162], [-3.49476, 0.40861, 0.00862], [-2.19653, 1.67201, 0.63975], [-4.72155, 0.86170, -0.27608], [-5.87672, 0.05286, -0.65667], [-6.79434, 0.59138, -1.56312], [-7.89902, -0.14205, -1.95625], [-8.12072, -1.40466, -1.42021], [-7.23912, -1.93198, -0.48477], [-6.12342, -1.20884, -0.10262], [0.12965, -2.15685, -2.96915], [0.83782, -5.36027, -4.13408], [1.43975, -7.23051, -2.62660], [1.49312, -6.88412, -0.16908], [0.89678, -4.67085, 0.75614], [0.65508, -2.40194, 0.40615], [-1.88695, -3.00171, -0.83802], [-3.59558, -1.66127, -0.61665], [-4.87704, 1.93606, -0.23589], [-6.62576, 1.58064, -1.97369], [-8.59613, 0.27439, -2.67091], [-8.99735, -1.96819, -1.71135], [-7.43675, -2.89728, -0.03750], [-5.47674, -1.59535, 0.67643], [-2.02627, -0.28666, 3.30856], [-0.53937, -0.38559, 3.29521], [0.29112, -0.28568, 2.26399], [1.61383, -0.52634, 2.66373], [1.76932, -0.74243, 3.98315], [0.25622, -0.70293, 4.75769], [2.62745, -0.63973, 1.62789], [3.92844, -0.97585, 1.74535], [4.63489, -1.07815, 0.19761], [3.15888, -0.69886, -0.55427], [2.19967, -0.47938, 0.32283], [3.04483, -0.60049, -2.03612], [-2.45190, -0.79823, 2.45030], [-2.35528, 0.74991, 3.30421], [-2.41264, -0.75180, 4.21381], [2.68088, -0.95258, 4.52066], [4.49340, -1.17641, 2.64250], [3.96752, -0.20556, -2.46240], [2.21615, 0.04337, -2.31182], [2.86592, -1.58630, -2.46884], [5.74538, 2.78380, 0.38234], [4.33054, 2.71353, 0.89431], [4.02831, 2.98572, 2.22513], [2.72078, 2.93968, 2.69830], [2.41062, 3.25761, 4.13842], [1.71157, 2.59923, 1.80799], [1.98632, 2.29837, 0.47475], [3.29733, 2.36938, 0.02372], [0.88580, 1.84439, -0.35100], [0.40164, 2.76533, -1.44624], [-0.69095, 2.04030, -2.26211], [-0.11326, 4.06893, -0.83288], [1.54440, 3.12291, -2.40313], [6.44798, 3.02950, 1.17733], [5.83488, 3.54780, -0.39186], [6.05281, 1.83424, -0.06208], [4.82963, 3.25296, 2.90748], [2.62472, 4.30434, 4.35998], [3.02397, 2.65665, 4.81152], [1.36077, 3.07642, 4.37030], [0.67880, 2.59457, 2.14192], [3.53790, 2.12410, -1.00400], [-1.69684, 2.30983, -1.94618], [-0.59592, 0.95068, -2.21330], [-0.60235, 2.29173, -3.31774], [-1.03164, 3.93845, -0.26342], [-0.31549, 4.79031, -1.62618], [0.64470, 4.50168, -0.17691], [1.98792, 2.23535, -2.86072], [2.32135, 3.70738, -1.91506], [1.12536, 3.73581, -3.20100]], "lowdin_charge": [1.599, 0.071, -0.263, 0.006, -0.052, -0.071, -0.034, -0.125, -0.412, -0.326, 0.048, -0.138, -0.155, -0.534, 0.994, -0.047, -0.224, -0.019, -0.047, -0.044, -0.053, -0.043, 0.073, 0.129, 0.117, 0.110, 0.118, 0.118, 0.150, 0.146, 0.125, 0.123, 0.118, 0.119, 0.116, 0.114, -0.090, -0.588, -0.063, -0.317, -0.288, 1.191, -0.317, -0.272, 1.187, -0.581, -0.091, -0.044, 0.060, 0.063, 0.090, 0.103, 0.101, 0.098, 0.060, 0.100, -0.026, -0.242, 0.014, -0.249, -0.030, -0.025, -0.301, -0.017, -0.170, -0.586, -0.062, -0.037, -0.034, 0.086, 0.095, 0.070, 0.132, 0.094, 0.086, 0.075, 0.108, 0.114, 0.048, 0.051, 0.098, 0.031, 0.103, 0.093, 0.083, 0.085, 0.101], "lumo_ev": [-5.9, -6.4], "molar_mass_da": 902.63, "total_charge": 2, "relative_energy_kj_mol": 19.4, "gap_ha": [0.259, 0.241], "multiplicity": 3}


[2]
{"formula": "C36H40CaF6N12O6P2S3", "method": "the ωB97M-V functional and the def2-TZVPD basis", "symbols": ["Ca", "C", "N", "C", "C", "N", "C", "P", "C", "N", "C", "C", "N", "C", "C", "N", "C", "C", "N", "C", "H", "H", "H", "H", "H", "H", "H", "H", "H", "H", "H", "H", "H", "H", "H", "C", "C", "C", "C", "C", "C", "C", "S", "O", "O", "N", "C", "C", "C", "C", "C", "C", "C", "C", "N", "C", "H", "H", "H", "H", "H", "H", "H", "H", "H", "H", "H", "H", "H", "C", "N", "C", "N", "C", "N", "C", "P", "C", "C", "H", "H", "H", "H", "H", "H", "H", "H", "H", "H", "H", "H", "F", "C", "F", "F", "S", "O", "O", "N", "S", "O", "O", "C", "F", "F", "F"], "xyz": [[-0.41371, -0.54651, -0.60408], [1.55799, -2.79622, 4.41965], [1.34307, -1.80080, 3.39129], [2.16269, -0.74616, 3.11222], [1.58520, -0.08171, 2.06773], [0.43679, -0.70950, 1.69880], [0.31006, -1.74790, 2.50219], [-1.02877, -2.98727, 2.50792], [-0.85244, -3.56311, 0.78985], [-0.44505, -2.84646, -0.23618], [-0.25677, -3.71726, -1.26743], [-0.56190, -4.98353, -0.85613], [-0.93684, -4.88260, 0.45230], [-1.32713, -5.97482, 1.31718], [-2.41154, -1.83294, 2.25436], [-2.49627, -0.89575, 1.33254], [-3.71915, -0.32127, 1.49720], [-4.38026, -0.91211, 2.53794], [-3.54166, -1.87535, 3.02033], [-3.77451, -2.72195, 4.17186], [2.35135, -2.46076, 5.08292], [1.85289, -3.74916, 3.97787], [0.65077, -2.94604, 5.00273], [3.07752, -0.57731, 3.65234], [1.92086, 0.80685, 1.56532], [0.11323, -3.38728, -2.22090], [-0.55289, -5.92379, -1.37897], [-1.57841, -6.84016, 0.70921], [-2.19678, -5.69343, 1.90803], [-0.51508, -6.24430, 1.99482], [-4.06236, 0.47621, 0.86397], [-5.35083, -0.72825, 2.96379], [-4.68229, -2.39840, 4.67461], [-2.94026, -2.64428, 4.86787], [-3.88775, -3.76564, 3.87765], [5.15219, 5.51239, -1.64718], [4.21597, 4.34437, -1.79015], [3.88706, 3.84394, -3.04672], [2.99920, 2.78781, -3.17760], [2.43437, 2.21554, -2.04950], [2.75757, 2.69602, -0.79203], [3.63767, 3.75730, -0.66697], [1.27586, 0.85221, -2.24551], [0.03316, 1.33496, -1.63808], [1.27284, 0.57915, -3.65433], [1.77274, -0.30683, -1.25783], [2.83930, -1.11184, -1.62085], [3.71520, -0.81330, -2.66317], [4.77599, -1.64848, -3.02567], [5.01902, -2.81003, -2.34825], [4.18553, -3.16210, -1.27197], [4.38349, -4.36205, -0.55530], [3.54712, -4.68484, 0.47486], [2.54087, -3.76337, 0.80829], [2.33266, -2.63511, 0.18409], [3.10537, -2.31816, -0.87639], [5.88002, 5.53380, -2.45724], [5.69085, 5.46986, -0.70127], [4.59491, 6.45108, -1.67174], [4.33366, 4.28235, -3.93058], [2.73549, 2.38699, -4.14720], [2.31034, 2.23271, 0.07791], [3.88773, 4.13837, 0.31608], [3.55044, 0.08915, -3.22743], [5.40677, -1.36584, -3.85885], [5.83386, -3.46998, -2.61705], [5.20285, -5.00854, -0.84571], [3.66273, -5.60779, 1.02704], [1.87113, -3.97631, 1.64205], [-1.53344, 4.71518, 2.75747], [-2.42677, 3.56796, 2.66366], [-3.37080, 3.79372, 1.57075], [-2.72531, 4.07914, 0.30058], [-1.83827, 5.21904, 0.46652], [-0.83894, 5.02078, 1.51410], [0.11784, 3.97980, 1.15499], [-0.64729, 2.27573, 0.87613], [-1.66996, 2.33695, 2.45956], [-2.01169, 2.92609, -0.22922], [-0.79538, 4.51859, 3.53911], [-2.12499, 5.58977, 3.04168], [-3.99569, 4.65047, 1.83853], [-4.00916, 2.91416, 1.46380], [-2.44382, 6.08581, 0.74502], [-1.33170, 5.42293, -0.47883], [0.86703, 3.91754, 1.95105], [0.62203, 4.27467, 0.23023], [-0.98922, 2.20542, 3.30762], [-2.36571, 1.50025, 2.44757], [-2.71145, 2.10324, -0.39822], [-1.57446, 3.18808, -1.19432], [-2.41447, -1.60371, -5.34049], [-2.27943, -2.16258, -4.14672], [-1.17481, -2.93901, -4.22218], [-3.28140, -2.98988, -3.89408], [-1.91471, -0.91738, -2.75300], [-2.62629, -1.38487, -1.58957], [-0.49020, -1.09793, -2.64772], [-2.31041, 0.53658, -3.20417], [-3.77767, 0.83028, -3.75213], [-4.51676, -0.36942, -4.01609], [-3.79631, 1.89468, -4.69587], [-4.76821, 1.50555, -2.31264], [-4.37769, 2.70384, -1.87392], [-6.03997, 1.60556, -2.70110], [-4.72828, 0.65850, -1.27461]], "lowdin_charge": [1.240, -0.040, -0.130, -0.048, -0.151, -0.032, -0.473, 1.174, -0.462, -0.037, -0.115, -0.031, -0.124, -0.035, -0.455, 0.061, -0.140, -0.042, -0.131, -0.039, 0.093, 0.080, 0.077, 0.120, 0.072, 0.106, 0.124, 0.094, 0.077, 0.089, 0.084, 0.122, 0.092, 0.081, 0.086, -0.051, -0.269, -0.029, -0.050, -0.255, -0.068, -0.036, 0.585, -0.536, -0.280, -0.215, -0.233, -0.019, -0.070, -0.059, -0.160, -0.020, -0.057, -0.156, 0.131, -0.145, 0.077, 0.076, 0.086, 0.115, 0.115, 0.075, 0.114, 0.084, 0.107, 0.106, 0.114, 0.098, 0.083, -0.203, -0.153, -0.187, -0.146, -0.187, -0.154, -0.320, 1.047, -0.319, -0.331, 0.122, 0.124, 0.126, 0.120, 0.126, 0.130, 0.086, 0.079, 0.084, 0.048, 0.058, 0.092, 0.153, -0.629, 0.104, 0.155, 0.582, -0.316, -0.471, -0.257, 0.598, -0.276, -0.249, -0.652, 0.128, 0.141, 0.103], "lumo_ev": 0.0, "molar_mass_da": 1049.01, "relative_energy_kj_mol": 197.9, "gap_ha": 0.273}


[3]
{"formula": "C36H40CdOP2", "method": "the ωB97M-V functional and the def2-TZVPD basis", "symbols": ["Cd", "C", "C", "C", "C", "C", "C", "C", "C", "C", "H", "H", "H", "H", "H", "H", "H", "H", "H", "H", "H", "H", "H", "H", "H", "P", "P", "C", "C", "C", "C", "C", "C", "C", "C", "C", "C", "C", "C", "C", "C", "C", "C", "C", "C", "C", "C", "C", "C", "C", "C", "C", "C", "H", "H", "H", "H", "H", "H", "H", "H", "H", "H", "H", "H", "H", "H", "H", "H", "H", "H", "H", "H", "H", "H", "C", "O", "H", "H", "H"], "xyz": [[-0.13194, 1.27653, -0.00689], [-2.29952, 1.13761, -2.56984], [-2.11283, -0.17760, -2.37773], [-1.30137, -1.08928, -3.24820], [0.05461, -0.54756, -3.68243], [0.74296, 0.25037, -2.60094], [0.43725, 1.50395, -2.23163], [-0.21459, 2.36801, -3.26799], [-1.65937, 1.95008, -3.64123], [1.87294, 0.16912, 2.38673], [-3.02695, 1.67826, -1.96329], [-2.76795, -0.71892, -1.69089], [-1.91045, -1.34939, -4.14742], [-1.11770, -2.02563, -2.68506], [0.70533, -1.40187, -3.96425], [-0.07053, 0.01168, -4.62796], [1.60042, -0.24545, -2.15603], [0.86974, 2.04983, -1.39746], [0.40512, 2.33355, -4.19877], [-0.24221, 3.40389, -2.89748], [-2.25517, 2.87729, -3.75836], [-1.65197, 1.45046, -4.63337], [0.99039, 0.86352, 2.11415], [2.67469, 0.53926, 3.03325], [1.40636, -0.70803, 2.84244], [-1.58423, -0.97801, 0.54770], [2.46227, -0.04578, 0.73645], [-0.00755, -1.60265, -0.21822], [1.34602, -1.26081, -0.03482], [-2.57870, -2.38715, 0.99382], [-2.96010, -3.35723, 0.04054], [-3.77141, -4.39063, 0.47084], [-4.15661, -4.50278, 1.80459], [-3.72710, -3.55391, 2.72916], [-2.94152, -2.50406, 2.34103], [-2.70594, 0.53597, 0.30339], [-2.26699, 1.93248, 0.22813], [-3.22314, 2.94975, 0.29207], [-4.55897, 2.60456, 0.06021], [-4.99647, 1.26374, -0.01110], [-4.08375, 0.22734, 0.18727], [3.83816, -1.14022, 1.18898], [3.55932, -2.37882, 1.79325], [4.62308, -3.21265, 2.08152], [5.92788, -2.76533, 1.83162], [6.18864, -1.45027, 1.39051], [5.12290, -0.59261, 1.10261], [2.87964, 1.64038, 0.15531], [2.39524, 2.77906, 0.85934], [2.73397, 4.05882, 0.38318], [3.56125, 4.22588, -0.74273], [4.06448, 3.07301, -1.39030], [3.79178, 1.79834, -0.90808], [-0.07614, -2.63260, -0.68219], [2.05943, -2.09921, -0.29014], [-2.59211, -3.30200, -0.99697], [-4.06528, -5.13063, -0.26139], [-4.72442, -5.37435, 2.12525], [-3.98798, -3.66434, 3.76241], [-2.58028, -1.76086, 3.05003], [-1.34662, 2.51027, -0.30234], [-2.78821, 3.95619, 0.39729], [-5.26625, 3.41354, -0.03151], [-6.05126, 0.99414, -0.16451], [-4.40286, -0.82535, 0.21782], [2.53211, -2.69776, 1.97477], [4.41112, -4.19951, 2.47984], [6.76270, -3.43196, 2.00620], [7.20256, -1.07936, 1.24719], [5.26390, 0.44666, 0.76852], [1.78420, 2.75168, 1.78633], [2.33273, 4.92889, 0.90800], [3.83085, 5.24209, -1.10503], [4.71588, 3.19186, -2.25616], [4.28599, 0.89725, -1.31630], [-1.45363, 0.29906, 3.97251], [-1.25262, 0.45245, 2.58438], [-1.56569, -0.79368, 4.16647], [-2.35009, 0.72745, 4.49822], [-0.60742, 0.61400, 4.61569]], "lowdin_charge": [1.332, -0.130, -0.160, -0.185, -0.172, -0.134, -0.290, -0.185, -0.178, -0.256, 0.086, 0.064, 0.131, 0.087, 0.119, 0.106, 0.075, -0.004, 0.124, 0.106, 0.112, 0.112, -0.015, 0.068, 0.069, 1.004, 0.868, -0.368, -0.422, -0.380, -0.092, -0.098, -0.081, -0.081, -0.077, -0.370, -0.276, -0.103, -0.092, -0.071, -0.100, -0.320, -0.090, -0.077, -0.079, -0.076, -0.084, -0.375, -0.142, -0.092, -0.075, -0.088, -0.117, 0.069, 0.064, 0.104, 0.099, 0.103, 0.101, 0.073, 0.063, 0.115, 0.093, 0.110, 0.111, 0.113, 0.106, 0.097, 0.102, 0.099, 0.103, 0.104, 0.112, 0.102, 0.118, -0.325, -0.503, 0.032, 0.058, 0.048], "lumo_ev": [0.1, 0.2], "molar_mass_da": 663.07, "relative_energy_kj_mol": 97.2, "gap_ha": [0.182, 0.183]}


| no. | F_max (eV/Å) | E (eV) |
| --- | --- | --- |
| 1 | 0.95 | -143052.180 |
| 2 | 4.75 | -153976.328 |
| 3 | 4.01 | -63156.015 |